[1]
Molecular formula: CH4O2
Method: DFT, wB97M-V/def2-TZVPD

For the total energy, the calculation gives -5195.683 eV. The SMILES is C=O.O. The energy above the lowest of the compared OMol25 structures with the same formula, charge and spin comes out at 33.0 kJ/mol. The value obtained for the strongest force on any atom is 3.1 eV/Å. The HOMO energy is -10.452 eV.

```
7
Properties=species:S:1:pos:R:3:forces:R:3:nbo_charge:R:1
C 0.870 -1.435 0.907 -2.6 -0.6 0.0 0.26
O -0.213 -2.026 0.996 2.8 1.3 -0.1 -0.49
H 1.477 -1.149 1.798 -0.2 -0.4 -0.3 0.12
H 1.221 -1.058 -0.083 0.0 -0.3 0.4 0.11
O -1.398 2.102 -1.012 0.9 -0.6 -0.6 -0.94
H -1.510 1.559 -1.825 0.1 0.6 0.9 0.47
H -0.447 2.007 -0.780 -1.0 0.1 -0.3 0.47
```
Forces are in eV/Å.

---

[2]
Molecular formula: C27H34N3
Method: DFT, wB97M-V/def2-TZVPD

For the total energy, the calculation gives -33015.332 eV. The energy above the lowest of the compared OMol25 structures with the same formula, charge and spin comes out at 44.3 kJ/mol. Its net charge is +1. The value obtained for the strongest force on any atom is 2.3 eV/Å. The HOMO energy is -10.456 eV.

```
64
Properties=species:S:1:pos:R:3:forces:R:3:nbo_charge:R:1
C 0.438 -1.321 -2.990 0.0 -0.2 -0.3 -0.42
N -0.603 -1.215 -1.984 -0.2 -0.3 -0.5 -0.44
C -1.322 -2.463 -1.676 0.1 0.4 0.3 -0.22
C -2.683 -2.667 -2.375 0.3 -0.3 -0.3 -0.42
C -3.535 -1.405 -2.505 0.1 0.1 -0.1 -0.40
C -2.710 -0.237 -3.040 0.5 -0.1 0.2 -0.41
C -1.470 -0.058 -2.152 -0.3 0.3 0.2 -0.22
H 1.043 -0.400 -2.989 -0.2 -0.2 0.0 0.21
H 1.103 -2.164 -2.745 -0.2 0.2 -0.1 0.20
H 0.039 -1.489 -4.013 0.3 0.1 0.3 0.20
H -0.641 -3.295 -1.904 -0.3 0.1 0.1 0.20
H -1.473 -2.466 -0.586 -0.1 0.0 0.0 0.18
H -2.476 -3.071 -3.372 -0.1 0.1 0.0 0.20
H -3.238 -3.440 -1.830 0.1 0.1 -0.1 0.22
H -4.387 -1.599 -3.167 0.1 0.0 0.2 0.22
H -3.929 -1.125 -1.521 0.0 0.0 -0.1 0.20
H -2.391 -0.405 -4.076 -0.1 -0.1 0.0 0.20
H -3.282 0.701 -3.018 0.1 -0.2 -0.1 0.22
H -1.812 0.171 -1.135 -0.2 0.2 -0.2 0.18
H -0.855 0.782 -2.504 -0.2 -0.3 0.2 0.22
C 0.415 -3.411 1.559 0.0 -0.5 -0.5 -0.68
C 0.021 -2.072 2.034 -0.7 0.3 1.2 0.38
N -0.503 -1.900 3.275 0.6 -0.5 -1.1 -0.30
C -0.672 -2.959 4.254 0.0 -0.2 0.2 -0.42
C -0.644 -0.538 3.564 0.5 0.7 -0.3 0.12
C -0.150 0.189 2.452 -0.1 -0.1 0.8 -0.01
C 0.052 1.558 2.613 -0.2 0.2 0.1 -0.20
C -0.356 2.182 3.802 0.0 -0.4 -0.2 -0.19
C -0.915 1.445 4.858 0.0 -0.2 -0.2 -0.19
C -1.034 0.052 4.760 -0.1 0.1 -0.2 -0.23
C 0.204 -0.797 1.423 -0.3 0.5 -0.7 -0.22
C 0.703 -0.584 0.132 0.7 -1.4 1.7 0.09
C 1.252 0.644 -0.316 0.9 1.6 -0.7 -0.19
C 2.620 0.877 -0.613 -1.7 0.1 -0.4 0.27
C 3.785 -0.010 -0.427 0.2 -0.5 0.0 -0.67
N 2.758 2.141 -1.096 -0.2 0.1 0.1 -0.33
C 4.024 2.759 -1.436 0.2 0.0 0.0 -0.41
C 1.523 2.791 -1.121 0.1 -0.5 0.5 0.13
C 0.565 1.901 -0.576 0.5 0.2 0.0 -0.08
C -0.738 2.360 -0.376 -0.2 0.6 0.0 -0.22
C -1.065 3.658 -0.783 0.0 -0.6 0.1 -0.17
C -0.114 4.504 -1.378 0.6 -0.2 -0.1 -0.22
C 1.217 4.087 -1.524 -0.6 0.1 0.0 -0.23
H 0.769 -3.333 0.527 -0.1 -0.1 0.2 0.24
H 1.226 -3.872 2.152 -0.4 0.4 -0.1 0.26
H -0.442 -4.103 1.577 0.3 0.2 0.0 0.25
H -1.302 -2.584 5.066 0.1 -0.2 -0.3 0.23
H -1.151 -3.830 3.794 0.0 0.2 0.1 0.23
H 0.297 -3.272 4.672 -0.3 0.2 -0.1 0.22
H 0.543 2.123 1.827 -0.2 0.0 0.3 0.24
H -0.249 3.262 3.899 0.1 -0.3 0.0 0.23
H -1.249 1.960 5.761 0.2 -0.2 -0.3 0.23
H -1.435 -0.563 5.564 0.2 0.4 -0.1 0.22
H 0.908 -1.473 -0.461 0.5 0.1 0.4 0.23
H 3.421 -0.987 -0.093 0.2 0.1 -0.1 0.23
H 4.346 -0.137 -1.364 -0.1 0.0 0.3 0.24
H 4.481 0.369 0.337 -0.2 0.0 -0.2 0.24
H 3.820 3.701 -1.948 0.2 -0.2 0.1 0.23
H 4.624 2.968 -0.539 -0.2 0.0 -0.2 0.21
H 4.599 2.102 -2.097 -0.1 0.2 0.1 0.22
H -1.458 1.720 0.138 0.1 0.4 -0.3 0.22
H -2.084 4.016 -0.640 0.2 -0.1 0.0 0.22
H -0.419 5.491 -1.728 0.2 -0.3 0.2 0.23
H 1.992 4.725 -1.942 -0.3 0.0 0.0 0.22
```
Forces are in eV/Å.

---

[3]
Molecular formula: CBrO4
Method: DFT, wB97M-V/def2-TZVPD

For the total energy, the calculation gives -79267.022 eV. The energy above the lowest of the compared OMol25 structures with the same formula, charge and spin comes out at 56.1 kJ/mol. Its net charge is -1. The value obtained for the strongest force on any atom is 2.7 eV/Å. The HOMO energy is -2.859 eV.

```
6
Properties=species:S:1:pos:R:3:forces:R:3:nbo_charge:R:1
C -0.261 0.602 -1.383 0.8 -1.0 -1.4 1.05
O -0.199 1.641 -0.897 -0.3 0.8 0.8 -0.51
O -0.217 -0.348 -2.061 -0.4 0.2 0.7 -0.54
O -0.705 0.126 2.022 -0.2 -0.7 0.2 -0.50
O 0.054 -0.556 1.168 0.4 2.6 -0.7 -0.35
Br 0.186 -2.478 1.161 -0.2 -1.9 0.4 -0.13
```
Forces are in eV/Å.

---

[4]
Molecular formula: C4H4N2
Method: DFT, wB97M-V/def2-TZVPD

For the total energy, the calculation gives -7188.431 eV. The energy above the lowest of the compared OMol25 structures with the same formula, charge and spin comes out at 410.8 kJ/mol. The value obtained for the strongest force on any atom is 2.1 eV/Å. The HOMO energy is -9.576 eV.

```
10
Properties=species:S:1:pos:R:3:forces:R:3:nbo_charge:R:1
C 0.491 0.811 -0.141 -0.3 0.1 0.2 -0.32
C 1.231 -0.419 0.048 -0.1 -0.3 0.1 0.09
N 0.751 -1.625 -0.041 0.4 0.3 0.0 -0.24
N -0.594 -1.684 -0.185 -0.8 0.6 -0.1 -0.37
C -1.671 -1.174 -0.189 0.4 -2.0 -0.5 0.24
C -0.817 0.887 0.163 0.3 0.9 0.9 -0.29
H 1.017 1.671 -0.546 -0.1 -0.3 -0.5 0.23
H 2.318 -0.394 0.113 -0.2 0.0 0.1 0.21
H -1.239 0.259 0.938 0.1 0.4 -0.2 0.22
H -1.488 1.668 -0.160 0.3 0.4 0.0 0.22
```
Forces are in eV/Å.